Record 1
The following is a quantum chemistry calculation of an isolated ion of composition C5H14N2 and charge +2, from OMol25.

The geometry in ORCA input format:
```
! RIJCOSX wB97M-V def2-TZVPD def2/J DEFGRID3
* xyz 2 1
C -2.92214 0.09641 0.01326
N -1.58816 -0.37788 -0.09608
C -0.58770 0.39638 0.13456
N 0.88285 0.02267 0.05926
C 1.08859 -1.42508 0.34077
C 1.62444 1.00002 0.95401
C 1.11720 0.20103 -1.44794
H -3.20174 0.44984 -1.08116
H -2.87980 1.01253 0.66503
H -3.65521 -0.63459 0.46818
H -1.54785 -1.37434 -0.26743
H -0.75063 1.29640 0.57021
H 2.09792 -1.68592 0.03055
H 1.04432 -1.47038 1.40676
H 0.30941 -1.96236 -0.13598
H 1.01352 1.26452 1.83112
H 2.56956 0.56003 1.34352
H 1.96110 1.80390 0.40943
H 0.32811 0.94892 -1.67313
H 2.11999 0.62463 -1.58098
H 0.97625 -0.74672 -1.94398
*
```

The value obtained for the relative energy (zero: lowest compared OMol25 entry of this formula, charge and spin) is 303.24 kJ/mol. The calculation puts the HOMO-LUMO gap at 11.367 eV. Its SMILES is C/[NH+]=C/[N+](C)(C)C. The highest occupied orbital energy comes out at -21.391 eV. The value obtained for the calculated total energy is -8372.2078 eV. For the LUMO energy, the calculation gives -10.0 eV.

Löwdin population analysis, charges in e, atoms 1 to 6:
1. C 0.01
2. N 0.10
3. C 0.06
4. N -0.29
5. C 0.06
6. C 0.07

***

Record 2
The following is a quantum chemistry calculation of C3H3O3Pb as an isolated structure, from OMol25.

The geometry in ORCA input format:
```
! RIJCOSX wB97M-V def2-TZVPD def2/J DEFGRID3
* xyz 1 1
C -1.12582 -0.17275 0.56742
C 1.07488 0.58244 0.26853
O -0.24079 0.80285 0.65336
O -1.37210 -0.65348 -0.57516
C 1.42792 0.73867 -1.00559
H 1.77619 0.45502 1.09361
H 2.26420 -0.00349 -1.14022
H 0.68798 0.86473 -1.79705
O -1.71199 -0.63750 1.58708
Pb -2.78048 -1.97650 0.34801
*
```

The value obtained for the relative energy (zero: lowest compared OMol25 entry of this formula, charge and spin) is 0.00 kJ/mol. The calculation puts the HOMO-LUMO gap at 7.280 eV. The highest occupied orbital energy comes out at -13.672 eV. The value obtained for the calculated total energy is -14541.1136 eV. For the LUMO energy, the calculation gives -6.4 eV.

Löwdin population analysis, charges in e, atoms 1 to 6:
1. C -0.77
2. C -0.16
3. O 0.08
4. O -0.14
5. C 0.08
6. H 0.14

***

Record 3
The following is a quantum chemistry calculation of one molecule with the formula C18H28N2O5S, from OMol25.

The geometry in ORCA input format:
```
! RIJCOSX wB97M-V def2-TZVPD def2/J DEFGRID3
* xyz 0 1
C 0.65001 5.28348 -0.84613
C -0.60247 4.41488 -0.74686
O -0.78590 3.79380 0.50665
C 0.12741 2.76486 0.82575
C 1.13664 3.18816 1.90030
C 2.14134 2.07036 2.18819
N 1.50615 0.86533 2.67164
C 1.20757 -0.17070 1.85875
O 1.55309 -0.21973 0.69129
C 0.46159 -1.27717 2.53371
C 0.99765 -1.93666 3.62880
C 0.33716 -3.01744 4.18694
C -0.86617 -3.43496 3.64572
C -1.42321 -2.77685 2.56338
C -0.77067 -1.68453 1.99986
O -1.25882 -0.90581 1.00331
C -2.17348 -1.43291 0.05203
C -1.53723 -2.56333 -0.76660
C -0.30661 -2.02856 -1.49600
N -0.69364 -0.92166 -2.34224
S 0.44671 -0.47038 -3.46203
C 1.84120 0.26758 -2.55432
O -0.14169 0.55978 -4.26972
O 0.90231 -1.66307 -4.11321
C -1.26734 0.18645 -1.61441
C -2.52508 -0.27074 -0.88014
H 0.64805 5.80876 -1.79729
H 0.66366 6.01408 -0.04076
H 1.55203 4.67811 -0.79037
H -0.59091 3.65618 -1.54434
H -1.49284 5.03648 -0.87230
H -0.46741 1.92340 1.20160
H 0.66360 2.43018 -0.06974
H 1.68054 4.07271 1.56851
H 0.59227 3.45122 2.80941
H 2.66591 1.79626 1.26942
H 2.87133 2.40541 2.93057
H 1.09670 0.89025 3.59242
H 1.95071 -1.61613 4.02410
H 0.76260 -3.53474 5.03268
H -1.38378 -4.28170 4.07110
H -2.36851 -3.11261 2.16662
H -3.08277 -1.78937 0.55896
H -2.26940 -2.92646 -1.48751
H -1.24101 -3.38767 -0.11553
H 0.12748 -2.78693 -2.14738
H 0.44132 -1.71598 -0.75401
H 1.77336 1.33943 -2.68221
H 2.74648 -0.11722 -3.00338
H 1.79223 -0.00690 -1.50740
H -1.49975 0.95980 -2.34665
H -0.55515 0.57626 -0.87650
H -3.27529 -0.60483 -1.59576
H -2.92572 0.56051 -0.29933
*
```

The value obtained for the relative energy (zero: lowest compared OMol25 entry of this formula, charge and spin) is 16.58 kJ/mol. The calculation puts the HOMO-LUMO gap at 9.633 eV. Its SMILES is CCOCCCNC(=O)c1ccccc1OC1CCN(S(C)(=O)=O)CC1. The highest occupied orbital energy comes out at -9.047 eV. The value obtained for the calculated total energy is -43173.4274 eV. For the LUMO energy, the calculation gives 0.6 eV.

Löwdin population analysis, charges in e, atoms 1 to 6:
1. C -0.07
2. C -0.27
3. O -0.15
4. C -0.23
5. C -0.14
6. C -0.17

***

Record 4
The following is a quantum chemistry calculation of an isolated ion of composition C4H9NOS and charge -1, from OMol25.

The geometry in ORCA input format:
```
! RIJCOSX wB97M-V def2-TZVPD def2/J DEFGRID3
* xyz -1 2
C 0.36836 -0.39933 0.63511
N -0.95402 0.22053 0.57823
C -2.10272 -0.30616 1.20775
O -3.35299 0.05712 0.92222
C 1.31666 0.40413 -0.12635
C 1.18206 0.35866 -1.67967
S 2.63451 1.13446 -2.66893
H 0.53134 -0.59030 1.74620
H 0.28294 -1.39658 0.27221
H -1.24672 0.47189 -0.32576
H -1.97032 -1.45270 1.05280
H -1.88277 -0.33685 2.28033
H 1.32843 1.45327 0.27997
H 2.40042 0.10715 0.07301
H 1.18328 -0.59433 -2.07709
H 0.28156 0.86903 -2.17003
*
```

The value obtained for the relative energy (zero: lowest compared OMol25 entry of this formula, charge and spin) is 217.56 kJ/mol. The calculation puts the HOMO-LUMO gap (spin up / spin down) at 4.897 / 2.551 eV. The highest occupied orbital energy (spin up / spin down) comes out at -2.064 / -2.061 eV. The value obtained for the calculated total energy is -18664.0075 eV. For the LUMO energy (spin up / spin down), the calculation gives 2.8 / 0.5 eV.

Löwdin population analysis, charges in e, atoms 1 to 6:
1. C -0.30
2. N -0.09
3. C -0.67
4. O -0.33
5. C -0.30
6. C -0.55